Formula: C4H11NS2
Source: OMol25
Level of theory: ωB97M-V/def2-TZVPD

Last column: Mulliken charge in e.
Positions of all 18 atoms, in Å:
1 S 3.657 0.261 0.029  -0.22
2 S 2.303 -1.314 0.117  -0.09
3 C 1.082 -0.630 1.205  -0.75
4 C 0.480 0.745 0.743  -0.65
5 N -0.188 0.771 -0.570  -0.13
6 C -1.581 0.549 -0.619  -0.62
7 C -2.039 -0.912 -0.668  -0.94
8 H 3.497 0.592 -1.222  0.15
9 H 0.248 -1.362 1.473  0.38
10 H 1.553 -0.474 2.186  0.42
11 H -0.209 0.910 1.563  0.31
12 H 1.209 1.615 0.847  0.41
13 H 0.104 0.995 -1.594  0.25
14 H -1.906 1.098 -1.629  0.35
15 H -2.020 1.161 0.189  0.33
16 H -2.265 -1.227 -1.636  0.34
17 H -1.134 -1.599 -0.486  0.21
18 H -2.792 -1.180 0.072  0.28

Cartesian forces, eV/Å:
0.2 -0.7 1.1
0.5 -0.4 -0.5
-1.0 0.9 0.9
1.1 0.3 -0.9
1.1 0.4 -1.7
-1.5 1.6 -1.9
2.2 -0.9 1.8
-0.3 0.3 -1.0
1.1 0.6 -1.0
0.0 0.2 -0.2
-0.9 0.5 -0.3
-0.5 -1.4 -0.3
0.8 -0.5 3.6
0.1 -1.2 2.1
-0.4 -0.6 -0.1
-1.1 -0.3 -1.6
-1.1 1.1 0.2
-0.2 0.0 -0.3

Kohn-Sham gap in eV: 8.8
HOMO energy in eV: -8.30
ΔE to the lowest compared entry with this formula, charge and spin in kJ/mol: 176.96
Structure (SMILES): CCNCCSS
LUMO in eV: 0.5
DFT total energy in eV: -27485.4314